1.
9
Properties=species:S:1:pos:R:3:forces:R:3:nbo_charge:R:1 method="wB97M-V/def2-TZVPD" spin_multiplicity=1 charge=-1 relative_energy_kj_mol=0.0 homo_lumo_gap_ev=8.23 e_tot_ha=-1675.74081
C -0.58236 0.06035 0.25338 2.2 1.1 -1.5 0.335
C 1.65886 0.04448 0.17064 -4.3 0.1 -0.2 -0.246
N -1.18076 0.96827 -0.60366 1.6 -1.9 1.9 -0.396
N -1.38440 -0.94869 0.61647 3.6 0.1 1.0 -0.397
N -2.39367 0.46274 -0.65876 -0.9 0.1 -0.3 -0.169
N -2.49151 -0.65593 0.05860 -2.6 0.7 -1.2 -0.162
Cl 2.42292 -0.20149 1.72957 -0.1 0.1 -0.4 0.014
Cl 1.87712 -1.29190 -0.94762 0.4 -0.1 0.2 0.005
Cl 2.07381 1.56218 -0.61863 0.1 -0.2 0.4 0.016



2.
60
Properties=species:S:1:pos:R:3:forces:R:3:lowdin_spin:R:1 method="wB97M-V/def2-TZVPD" spin_multiplicity=2 charge=+1 relative_energy_kj_mol=13.2 homo_lumo_gap_ev="10.63 / 3.51" e_tot_ha=-1528.37208
O 3.73260 1.85012 1.42268 -0.1 -0.1 0.1 0.011
H 3.39104 2.68938 1.75896 0.2 0.0 0.1 0.000
H 4.17305 2.07152 0.58971 -0.3 0.1 -0.2 0.000
O -5.09189 -2.44390 0.12790 -0.4 -0.5 0.6 0.060
H -4.64528 -3.23960 -0.17491 -0.2 0.1 -0.4 0.000
H -4.61685 -1.68129 -0.19900 -0.3 0.5 -0.1 0.000
O -1.06846 2.87986 -1.94539 -0.1 -0.3 -0.1 0.000
H -1.78763 3.28687 -2.43226 0.0 0.3 -0.5 0.000
H -1.43742 2.91412 -1.06368 0.2 -0.2 0.4 0.000
O 5.83718 -1.22259 1.51421 -0.3 -0.2 -0.1 0.000
H 6.12980 -0.89976 0.65791 0.3 0.2 0.0 0.000
H 5.73052 -0.44520 2.07002 0.0 0.1 0.0 0.000
O -3.91898 0.45040 0.12883 0.4 0.5 0.4 0.000
H -4.37298 1.30242 0.13349 -0.5 -0.3 -0.2 0.000
H -3.08270 0.73228 0.53689 0.1 -0.2 -0.1 0.000
O -0.27956 -1.53021 1.81537 -0.4 -0.1 1.1 0.690
H -1.07253 -1.72454 1.23389 -0.6 -0.2 -0.9 0.001
H 0.51890 -1.33591 1.30201 1.0 0.5 -0.6 -0.001
O -1.35745 1.68464 0.86667 -0.4 -0.2 -0.3 0.005
H -1.30548 1.43135 1.79576 0.3 0.4 0.3 0.000
H -0.66239 1.20781 0.39118 0.2 0.2 0.2 0.000
O 3.81427 -1.97383 -0.37032 -0.4 -0.1 0.3 0.001
H 4.29972 -1.76158 0.44453 0.2 0.0 0.0 0.000
H 3.84856 -2.93631 -0.40913 0.1 0.0 -0.1 0.000
O -0.12277 -4.26776 -2.96727 0.6 -0.2 0.1 0.000
H 0.65864 -4.10985 -2.42284 -0.2 0.2 0.2 0.000
H 0.26617 -4.84180 -3.63937 -0.5 0.0 -0.2 0.000
O 3.51530 2.77413 -1.41897 0.3 -0.1 0.4 0.000
H 3.63868 2.20550 -2.18393 -0.1 0.0 -0.1 0.000
H 2.66982 3.20890 -1.56172 -0.1 -0.1 -0.3 0.000
O -3.10583 -1.42265 -2.02648 0.4 0.0 0.9 0.006
H -2.38553 -0.82285 -1.78919 -0.2 -0.3 -0.9 0.000
H -3.30660 -1.63610 -1.10212 -0.3 -0.2 -0.7 0.000
O -2.43950 -2.38013 0.52052 0.9 0.0 1.6 0.091
H -2.83663 -2.45295 1.40572 -0.5 0.2 -0.2 -0.002
H -2.53998 -3.30597 0.17679 0.5 -0.2 -0.6 -0.001
O -0.62333 2.36533 4.02048 0.1 -0.3 -0.3 0.002
H 0.29949 2.55532 3.74595 -0.6 -0.3 0.1 0.000
H -0.61839 1.47258 4.37843 0.1 0.1 0.3 0.000
O -0.45267 -0.09519 -1.65189 -0.7 -0.2 0.9 0.000
H -0.80039 -0.42609 -0.81033 0.5 -0.3 0.0 0.000
H -1.28737 0.29048 -1.95448 0.7 1.0 -0.8 0.000
O 1.54733 2.59086 -3.79286 0.5 0.8 -0.9 0.000
H 0.98657 3.22555 -4.26025 -0.8 -0.2 0.6 0.000
H 2.32255 2.77931 -4.34401 0.4 -0.6 0.3 0.000
O 1.95581 -3.65058 2.48341 0.1 -0.2 0.3 0.044
H 0.99860 -3.70732 2.43048 0.0 0.1 -0.2 -0.001
H 2.28114 -2.90975 1.97136 0.0 0.2 -0.3 0.000
O -2.36673 -4.63987 -0.94014 0.0 0.7 0.9 -0.001
H -2.00405 -4.18720 -1.71481 -0.1 -0.4 -0.4 0.000
H -3.02991 -5.28701 -1.18419 0.0 0.0 -0.4 0.000
O 1.26639 0.40207 0.93312 -1.3 -0.7 0.0 0.097
H 1.69855 0.11200 0.11663 0.6 0.4 0.1 0.001
H 1.85991 0.89459 1.52296 0.8 -0.2 -0.4 0.000
O 1.48461 3.17995 2.64462 0.4 0.4 -0.4 0.000
H 1.21099 4.08428 2.85369 0.2 0.0 0.1 0.000
H 1.23791 3.08021 1.71700 -0.2 0.0 0.0 0.000
O -2.81725 4.86285 -0.58909 -0.2 0.6 -0.5 0.000
H -3.70160 4.48885 -0.63405 0.1 -0.1 0.2 0.000
H -2.23596 4.26426 -0.12845 -0.1 -0.2 0.5 0.000



3.
16
Properties=species:S:1:pos:R:3:forces:R:3:nbo_charge:R:1 method="wB97M-V/def2-TZVPD" spin_multiplicity=1 smiles="CC(=O)C(C)C" relative_energy_kj_mol=249.2 homo_lumo_gap_ev=9.10 e_tot_ha=-271.65772
C -1.33569 0.68917 -0.81646 0.6 -0.3 0.2 -0.609
C -0.51190 -0.27833 0.10411 0.5 -2.0 -0.3 -0.213
C -1.19442 -0.41560 1.45202 0.1 -0.3 -0.1 -0.615
C 1.10085 0.02771 0.28241 -3.3 2.8 -2.7 0.534
O 0.88265 1.21349 0.43280 3.3 2.5 1.8 -0.543
C 2.34977 -0.31422 -0.60496 -0.4 -0.4 0.2 -0.710
H -0.80557 0.93524 -1.74148 0.0 -0.1 0.1 0.211
H -1.63418 1.63418 -0.33963 0.3 -0.4 0.1 0.217
H -2.26362 0.16182 -1.09984 0.4 0.1 0.2 0.207
H -0.40413 -1.18858 -0.44115 -1.1 -1.4 -0.3 0.183
H -1.19246 0.53248 2.00905 0.2 -0.2 -0.3 0.221
H -0.67200 -1.16593 2.04590 -0.2 0.0 0.2 0.209
H -2.24044 -0.71365 1.31148 0.2 0.0 0.1 0.210
H 3.27292 -0.63952 -0.10987 -0.4 0.1 0.3 0.237
H 2.08035 -1.09300 -1.32278 0.0 0.0 0.1 0.220
H 2.56787 0.61473 -1.16159 -0.1 -0.4 0.4 0.242



4.
20
Properties=species:S:1:pos:R:3:forces:R:3:nbo_charge:R:1 method="wB97M-V/def2-TZVPD" spin_multiplicity=1 smiles="CC1=N[C@](C)(C#N)C(Cl)=C(Cl)[C@H]1Cl" relative_energy_kj_mol=83.4 homo_lumo_gap_ev=10.49 e_tot_ha=-1799.06695
C -0.76719 -2.43342 -0.24322 -1.5 -2.2 -0.3 0.272
C -1.37892 0.98947 -0.51554 -2.4 3.0 -0.7 -0.025
C -1.67678 -0.14921 0.00253 1.1 -4.3 1.3 -0.009
C 0.95927 0.36399 -0.70766 1.3 3.1 -2.0 0.334
C -0.01200 1.50391 -0.66247 -0.8 -1.4 0.4 -0.333
C -0.43134 -1.21066 0.32338 -0.8 5.0 -1.2 -0.034
C 2.28566 0.88512 -1.12884 0.7 0.5 -0.9 -0.665
C -0.27628 -1.19349 1.81937 -0.1 -1.0 0.2 -0.602
N -1.24911 -3.38644 -0.64763 0.1 -0.7 -0.4 -0.265
N 0.79749 -0.79579 -0.37290 -0.6 -3.0 2.0 -0.391
Cl -2.69896 2.23906 -0.68094 1.2 -1.0 -0.1 -0.030
Cl -3.17846 -0.79914 0.57661 0.3 0.8 -0.6 0.070
Cl 0.37400 2.21867 0.87831 0.3 1.7 1.5 0.001
H 0.13218 2.22448 -1.44647 -0.1 0.2 -0.3 0.259
H 3.03530 0.07090 -1.14485 -0.3 0.8 0.1 0.247
H 2.48399 1.70882 -0.40078 0.5 -0.8 -0.5 0.242
H 2.22775 1.41259 -2.12739 0.1 -0.8 0.9 0.224
H 0.06092 -0.24529 2.18755 -0.1 0.6 0.0 0.235
H 0.52685 -1.88189 1.98496 0.4 -0.7 0.7 0.231
H -1.21436 -1.52170 2.30600 0.7 0.2 -0.2 0.241



5.
58
Properties=species:S:1:pos:R:3:forces:R:3:nbo_charge:R:1 method="wB97M-V/def2-TZVPD" spin_multiplicity=1 relative_energy_kj_mol=0.0 homo_lumo_gap_ev=7.54 e_tot_ha=-2727.05880
Ag 2.37814 -0.97452 0.88154 0.0 -0.1 0.2 0.833
S 0.33672 -1.24425 2.70742 0.1 0.0 -0.1 -0.168
C -0.46965 -0.79051 1.31797 0.0 0.0 0.0 0.094
N -1.12090 0.35234 1.17555 0.0 0.0 0.0 -0.368
C -1.92678 0.60073 -0.00898 0.0 0.0 0.0 -0.238
C -2.63821 -0.67892 -0.35799 0.0 0.0 0.0 -0.222
N -1.63567 -1.71447 -0.60531 0.0 0.0 0.0 -0.382
C -1.85617 -2.62531 -1.73548 0.0 0.0 0.0 -0.234
C -1.28508 -2.11436 -3.04163 0.0 0.0 0.0 -0.072
C -0.13919 -2.69081 -3.57967 0.0 0.0 0.0 -0.186
C 0.38800 -2.22851 -4.77669 0.0 0.0 0.0 -0.206
C -0.22213 -1.17974 -5.44875 0.0 0.0 0.0 -0.203
C -1.37254 -0.60617 -4.92717 0.0 0.0 0.0 -0.226
C -1.90335 -1.07760 -3.73588 0.0 0.0 0.0 -0.159
C -0.51649 -1.74022 0.11755 -0.1 0.0 -0.1 0.097
S 0.76619 -2.73604 -0.23046 0.0 0.0 0.0 -0.154
C -0.92614 1.50191 2.05531 0.0 0.0 0.0 -0.268
C -2.18491 1.84368 2.81026 0.0 0.0 0.0 0.044
C -2.71539 3.12607 2.76123 0.0 0.0 0.0 -0.241
C -3.87360 3.43706 3.46280 0.0 0.0 0.0 -0.204
C -4.51250 2.46243 4.21270 0.0 0.0 0.0 -0.213
C -3.98843 1.17607 4.26295 0.0 0.0 0.0 -0.203
C -2.83064 0.86822 3.56680 0.0 0.0 0.0 -0.239
H -1.27742 0.94470 -0.81957 0.0 0.0 0.0 0.244
H -2.65118 1.37736 0.23556 0.0 0.0 0.0 0.230
H -3.22515 -0.55035 -1.26264 0.0 0.0 0.0 0.222
H -3.31063 -0.97837 0.45176 0.0 0.0 0.0 0.213
H -2.93600 -2.75770 -1.81744 0.0 0.0 0.0 0.213
H -1.41254 -3.58544 -1.47994 0.0 0.0 0.0 0.242
H 0.34680 -3.49699 -3.04691 0.0 0.0 0.0 0.230
H 1.28349 -2.68388 -5.17882 0.0 0.0 0.0 0.220
H 0.19337 -0.81290 -6.37814 0.0 0.0 0.0 0.219
H -1.86358 0.20233 -5.45306 0.0 0.0 0.0 0.216
H -2.82110 -0.63993 -3.36097 0.0 0.0 0.0 0.191
H -0.60612 2.32761 1.41608 0.0 0.0 0.0 0.233
H -0.11067 1.26074 2.73282 0.0 0.0 0.0 0.259
H -2.21720 3.88699 2.17128 0.0 0.0 0.0 0.215
H -4.27689 4.44047 3.41823 0.0 0.0 0.0 0.216
H -5.41614 2.70172 4.75804 0.0 0.0 0.0 0.215
H -4.48100 0.41301 4.85190 0.0 0.0 0.0 0.215
H -2.41193 -0.13090 3.61512 0.0 0.0 0.0 0.226
C 1.41309 0.81930 -2.85272 0.0 0.0 -0.1 -0.902
S 2.17422 1.22238 -1.30455 0.0 0.0 0.0 2.416
O 2.59488 2.60058 -1.38076 0.0 0.0 0.0 -0.989
O 1.13196 0.96600 -0.28896 -0.1 0.0 0.0 -1.095
O 3.27003 0.25027 -1.15414 0.0 0.0 0.0 -1.072
H 0.58293 1.50266 -3.02227 0.0 0.0 0.0 0.227
H 1.06353 -0.21132 -2.82032 0.0 0.0 0.0 0.234
H 2.15867 0.93951 -3.63579 0.0 0.0 0.0 0.238
N 7.28262 -0.56465 3.60060 0.0 0.0 0.0 -0.600
N 6.34195 -0.44118 2.59079 0.0 0.0 0.0 0.155
N 6.63480 0.08561 1.42485 0.0 0.0 0.0 -0.251
C 5.48508 -0.05099 0.78141 0.0 0.0 0.0 0.131
N 4.56522 -0.66036 1.54904 -0.1 0.0 -0.1 -0.365
N 5.12731 -0.89213 2.71058 0.0 0.0 0.0 -0.056
H 7.49216 0.36479 3.95002 0.0 0.0 0.0 0.376
H 6.84009 -1.10625 4.33483 0.0 0.0 0.0 0.384
H 5.28410 0.29024 -0.22002 0.0 0.0 0.0 0.266



6.
17
Properties=species:S:1:pos:R:3:forces:R:3:nbo_charge:R:1 method="wB97M-V/def2-TZVPD" spin_multiplicity=1 relative_energy_kj_mol=461.3 homo_lumo_gap_ev="7.64 / 9.65" e_tot_ha=-646.57858
C 1.27554 -1.22734 0.28869 -0.7 1.9 -2.5 0.018
C 0.80378 -0.02951 -0.26542 -1.8 0.4 0.1 -0.389
C 0.43005 -2.35480 0.64285 0.8 -0.6 1.8 -0.643
C -2.38395 2.16457 -0.75248 1.5 -1.5 2.0 -0.680
C -1.96620 0.96800 0.08403 1.7 -0.6 0.1 -0.267
N 2.56601 -1.22063 0.24008 1.5 -1.0 1.4 -0.257
N 3.06462 -0.03879 -0.16306 3.2 -1.3 1.4 -0.680
P 1.96365 1.08258 -0.68465 -0.1 1.5 -0.2 0.740
H -0.62333 -1.98750 0.59670 0.8 -1.0 0.2 0.230
H 0.83927 -2.55145 1.68360 -1.4 -0.4 -0.8 0.234
H 0.71881 -3.22446 0.03202 -0.7 0.2 0.1 0.240
H -3.28446 2.49268 -0.31142 -1.2 0.9 0.3 0.224
H -2.53143 1.95564 -1.75296 -0.4 -0.6 -2.1 0.215
H -1.59728 2.89935 -0.66496 0.0 0.5 0.1 0.219
H -2.05709 -0.12499 -0.11665 -0.4 1.2 -0.1 0.186
H -1.28979 1.19407 0.92710 -0.7 -0.2 -0.3 0.180
H 4.07180 0.00256 0.21654 -2.1 0.5 -1.5 0.430